Molecular formula: C50H115O26Ti
Method: DFT, ωB97M-V/def2-TZVPD

The calculation puts the total energy at -130046.89944 eV. As for the multiplicity: 4.

Last column: Mulliken charge in e.
CARTESIAN COORDINATES (ANGSTROEM)
Ti (1.2996, -0.2104, -0.7000)  0.171
C (-2.1162, 0.0369, -2.9519)  -1.414
C (-0.9930, 0.1581, -1.8434)  0.341
O (-0.8103, -0.8214, -1.0036)  -0.148
O (-0.1165, 1.0634, -1.8580)  -0.563
H (-3.0484, -0.3358, -2.4706)  0.254
H (-1.6930, -0.6756, -3.5890)  0.395
H (-2.2645, 1.0105, -3.3831)  0.268
C (4.8918, 4.0147, -10.8639)  -0.729
O (5.6077, 3.4403, -9.7779)  -0.316
C (6.3782, 4.3354, -8.9959)  -0.682
C (7.0576, 3.7073, -7.7705)  -0.528
O (6.1719, 3.0397, -6.9636)  -0.278
C (5.0116, 3.7290, -6.5398)  0.001
C (4.0148, 2.7402, -5.9965)  -0.164
O (2.7762, 3.4767, -6.0415)  -0.422
C (1.6870, 2.8578, -5.2634)  -0.521
H (4.1125, 4.7049, -10.5026)  0.288
H (4.4240, 3.2424, -11.4233)  0.264
H (5.5286, 4.7179, -11.4142)  0.309
H (5.7054, 5.1388, -8.6862)  0.429
H (7.1836, 4.7288, -9.6022)  0.461
H (7.5762, 4.5346, -7.2930)  0.313
H (7.7396, 2.9078, -8.1388)  0.320
H (4.4011, 4.2004, -7.3183)  0.196
H (5.2598, 4.4065, -5.6841)  0.106
H (4.3563, 2.3515, -4.9868)  -0.100
H (3.9849, 1.8341, -6.5808)  0.346
H (1.6593, 3.3116, -4.2715)  0.112
H (1.7871, 1.7625, -5.1989)  0.269
H (0.7226, 3.0172, -5.7628)  0.341
C (-1.0707, 6.3950, 0.2253)  -0.441
O (0.3165, 6.1453, -0.0061)  -0.072
C (1.1148, 7.2888, -0.0651)  -0.763
C (2.2084, 7.0298, -1.0749)  -0.567
O (3.2022, 6.1624, -0.5644)  -0.118
C (4.3959, 6.2076, -1.2547)  -0.515
C (5.4615, 5.4429, -0.5239)  -0.770
O (5.3171, 4.0415, -0.7451)  -0.028
C (6.3437, 3.2565, -0.2328)  -0.847
H (-1.5942, 7.1159, -0.4462)  0.343
H (-1.1670, 6.6481, 1.2261)  0.455
H (-1.6395, 5.5033, -0.0043)  -0.371
H (1.5237, 7.5200, 0.9277)  0.252
H (0.5587, 8.1089, -0.4022)  0.530
H (2.7522, 8.0021, -1.2929)  0.481
H (1.8093, 6.6157, -2.0045)  0.218
H (4.8206, 7.2470, -1.2817)  0.377
H (4.2412, 5.8990, -2.3306)  0.260
H (5.2758, 5.6353, 0.5572)  0.292
H (6.4694, 5.8167, -0.7400)  0.436
H (6.2720, 2.2842, -0.7361)  0.095
H (6.2905, 3.1311, 0.8274)  0.339
H (7.3363, 3.6872, -0.4581)  0.387
C (-3.3182, 3.0513, 3.7714)  -0.725
O (-2.8399, 3.6020, 2.5251)  -0.353
C (-2.5057, 2.6598, 1.5063)  -1.016
C (-0.9392, 2.6096, 1.1849)  0.414
O (-0.1809, 2.4045, 2.3598)  -0.425
C (1.1505, 2.8775, 2.3351)  -0.965
C (2.0683, 1.8781, 1.6925)  0.138
O (1.5976, 1.7051, 0.3308)  1.722
C (1.7660, 2.8034, -0.5201)  -0.172
H (-2.6241, 2.3366, 4.2861)  0.215
H (-4.2637, 2.5420, 3.6744)  0.309
H (-3.4474, 3.9457, 4.3563)  0.285
H (-2.9917, 2.9236, 0.5865)  0.251
H (-2.7737, 1.6308, 1.7816)  0.507
H (-0.7572, 3.6358, 0.8883)  -0.317
H (-0.6810, 1.8027, 0.4661)  0.420
H (1.4255, 2.9311, 3.3955)  0.583
H (1.2629, 3.8373, 1.8389)  0.164
H (2.0466, 0.8744, 2.1061)  -0.398
H (3.1192, 2.3249, 1.6427)  0.112
H (1.4145, 3.7620, -0.0991)  -0.232
H (1.2862, 2.5964, -1.4615)  0.190
H (2.8567, 2.9401, -0.6956)  -0.239
C (-8.6445, 3.6666, -3.3969)  -0.607
O (-8.2069, 3.4085, -2.1124)  -0.352
C (-7.4697, 4.5688, -1.6466)  -0.764
C (-5.9881, 4.3087, -1.7919)  -0.180
O (-5.6020, 4.4636, -3.2000)  -0.335
C (-4.2978, 4.1176, -3.3832)  -0.816
C (-3.2682, 4.9686, -2.5027)  -0.268
O (-3.4499, 6.4160, -2.4556)  -0.307
C (-3.4109, 7.0978, -3.6716)  -0.731
H (-9.5377, 3.0380, -3.5322)  0.268
H (-7.9620, 3.4592, -4.2266)  0.223
H (-8.9158, 4.7246, -3.5952)  0.258
H (-7.6102, 4.6677, -0.5772)  0.378
H (-7.8203, 5.5051, -2.1127)  0.350
H (-5.7348, 3.3358, -1.4000)  0.333
H (-5.3961, 5.0283, -1.1697)  0.233
H (-4.0131, 4.3052, -4.3877)  0.575
H (-4.1045, 3.0881, -3.0927)  0.459
H (-2.2564, 4.7636, -2.8528)  0.896
H (-3.2725, 4.6435, -1.4298)  -0.402
H (-3.4906, 8.1458, -3.4157)  0.263
H (-4.2768, 6.7970, -4.2555)  0.292
H (-2.4099, 6.9202, -4.2120)  0.251
C (-0.8320, -0.8985, 2.2119)  -0.237
O (0.5483, -0.8211, 2.0556)  0.753
C (1.1802, -2.0998, 2.0693)  0.726
C (2.6713, -1.9715, 1.6615)  -1.201
O (2.8431, -1.6492, 0.2530)  0.391
C (4.2485, -1.5712, -0.1127)  -0.669
C (4.3586, -1.0205, -1.4781)  -0.860
O (3.7152, 0.2916, -1.4019)  0.635
C (3.8836, 0.9748, -2.5973)  -1.495
H (-1.3702, -1.4538, 1.4505)  -0.093
H (-1.1688, 0.1434, 2.0894)  -0.429
H (-1.1493, -1.2365, 3.1912)  0.285
H (0.5829, -2.8368, 1.5020)  -0.043
H (1.1321, -2.5043, 3.0716)  -0.892
H (3.1036, -2.9699, 1.8338)  0.638
H (3.1211, -1.1600, 2.2566)  0.431
H (4.7127, -2.5898, -0.1359)  0.238
H (4.6647, -1.0039, 0.7060)  0.328
H (3.8455, -1.6228, -2.2219)  0.192
H (5.3963, -1.0337, -1.7558)  0.608
H (3.5960, 2.0245, -2.4958)  0.419
H (3.1916, 0.5940, -3.3324)  0.251
H (4.9173, 0.9142, -2.9146)  0.563
C (-0.8325, -7.1983, 9.2914)  -0.678
O (-0.5839, -5.8072, 9.3073)  -0.330
C (0.7465, -5.4237, 9.2381)  -0.525
C (0.8256, -3.9526, 8.9651)  -0.838
O (0.6599, -3.7093, 7.5068)  -0.237
C (1.7786, -4.0222, 6.6759)  -0.652
C (1.5647, -3.3224, 5.2929)  -0.408
O (1.8770, -1.9144, 5.2260)  -0.418
C (0.8317, -1.1321, 5.8109)  -0.418
H (-0.2085, -7.6495, 10.1208)  0.321
H (-0.3303, -7.6689, 8.4338)  0.248
H (-1.9130, -7.3201, 9.3578)  0.234
H (1.3338, -5.9517, 8.5079)  0.340
H (1.2808, -5.6675, 10.1162)  0.546
H (1.6642, -3.4520, 9.3226)  0.492
H (-0.0253, -3.4699, 9.3505)  0.331
H (1.9046, -5.1381, 6.4907)  0.200
H (2.6408, -3.6119, 7.2414)  0.447
H (0.4509, -3.4243, 5.1476)  0.350
H (2.1976, -3.8952, 4.5372)  0.293
H (1.2729, -0.1084, 5.9618)  0.218
H (0.4470, -1.5765, 6.7083)  0.293
H (-0.0119, -1.0024, 5.1886)  0.086
C (-2.1679, -5.8723, 5.2171)  -0.790
O (-0.7702, -6.1885, 5.0633)  0.054
C (-0.6561, -7.3616, 4.3357)  -0.819
C (-1.0012, -7.3694, 2.8406)  0.409
O (0.0060, -6.9464, 1.9669)  -0.350
C (-0.4870, -7.0289, 0.5970)  0.125
C (0.5782, -6.5481, -0.4041)  -1.071
O (0.8717, -5.1479, -0.2717)  0.025
C (1.4250, -4.6492, -1.5375)  -0.872
H (-2.6282, -5.6422, 4.2900)  0.107
H (-2.2365, -4.9822, 5.8416)  0.271
H (-2.6385, -6.6556, 5.7720)  0.388
H (-1.2356, -8.1293, 4.7518)  0.452
H (0.4211, -7.5181, 4.4956)  0.178
H (-2.0428, -6.8702, 2.5569)  -0.279
H (-1.2695, -8.4053, 2.4921)  0.270
H (-1.4563, -6.5135, 0.5425)  -0.145
H (-0.7165, -8.1131, 0.4322)  0.363
H (0.1529, -6.7596, -1.3653)  0.472
H (1.5533, -6.9927, -0.2758)  0.386
H (1.5711, -3.5649, -1.3982)  0.063
H (0.7865, -4.8321, -2.4199)  0.361
H (2.4073, -5.0561, -1.8165)  0.293
C (-4.1314, -3.7132, -2.7154)  -0.660
O (-4.2246, -3.7181, -1.3257)  -0.376
C (-2.9020, -3.8874, -0.7042)  -0.111
C (-2.9659, -3.8297, 0.8023)  -0.603
O (-3.4092, -5.0530, 1.2783)  -0.178
C (-4.8105, -5.1629, 1.3441)  -0.648
C (-5.2835, -6.4169, 2.0604)  -0.566
O (-4.9451, -7.5683, 1.3007)  -0.279
C (-5.3974, -8.7774, 1.7887)  -0.762
H (-3.7505, -2.6928, -3.0366)  0.033
H (-5.1064, -3.8925, -3.0540)  0.306
H (-3.4694, -4.4007, -3.0491)  0.387
H (-2.2442, -3.0520, -1.0399)  0.457
H (-2.6184, -4.9181, -1.0130)  0.124
H (-3.6089, -3.0587, 1.2832)  0.544
H (-1.9299, -3.8003, 1.2017)  -0.017
H (-5.1991, -5.0119, 0.3042)  0.347
H (-5.2530, -4.4003, 2.0024)  0.282
H (-6.3895, -6.3944, 1.9915)  0.534
H (-5.0389, -6.5023, 3.1273)  0.282
H (-6.5372, -8.9337, 1.5660)  0.264
H (-5.2915, -8.9758, 2.9253)  0.267
H (-4.7899, -9.4961, 1.2955)  0.271

Force components x, y, z for each atom (eV/Å):
-0.2 -0.4 -0.4
0.3 0.9 3.5
0.4 -1.4 0.5
-0.7 0.9 -1.0
-0.9 0.1 -0.6
0.7 0.2 -0.5
0.3 -1.0 -1.4
-0.1 0.2 -0.5
0.6 1.8 1.6
0.1 -0.8 0.1
-0.4 0.1 -0.4
-0.4 -0.5 -2.2
-1.1 -0.6 1.0
0.0 -0.1 0.9
-0.1 -0.2 1.3
-0.6 -1.5 1.1
0.7 0.1 -0.7
-0.2 -0.3 0.3
0.0 -0.6 -0.6
0.2 -0.6 -0.6
0.2 0.4 0.1
0.3 0.5 -0.3
0.4 0.1 0.4
0.0 0.8 0.4
0.8 0.4 -0.2
-0.1 0.1 -0.9
-0.8 0.8 -0.6
-0.2 -0.2 -0.7
0.0 -0.2 0.0
0.3 0.4 0.1
0.4 0.3 -0.1
0.0 -0.3 -1.9
-1.1 -0.5 -0.5
1.1 -1.3 0.2
1.5 1.2 0.0
-0.8 -0.3 0.9
0.9 0.9 -1.4
-0.6 -0.9 1.1
-0.3 0.8 -0.6
0.8 -0.2 -1.0
1.0 0.1 0.3
-0.7 0.6 2.0
0.2 -0.6 0.3
0.1 0.0 -0.1
-1.0 1.5 -0.6
-0.8 -0.7 0.0
-0.2 0.1 0.0
-0.6 -0.3 -0.1
0.4 0.0 0.9
0.2 0.1 -0.4
0.0 -0.3 -0.4
0.0 0.1 0.3
-0.2 -0.1 1.0
-0.2 -0.1 0.0
1.1 0.1 -0.5
0.1 -1.0 0.0
2.1 -1.1 1.0
-1.5 0.4 0.7
-0.4 -0.1 0.5
-0.2 -1.0 1.1
1.0 1.0 -1.7
0.2 -0.7 0.7
1.7 1.5 -0.1
-0.2 0.7 -0.6
-0.5 -0.2 -0.3
-0.1 0.1 0.6
-0.4 0.2 -0.5
-0.4 0.2 0.1
0.5 0.1 -0.9
-0.6 0.9 -0.1
0.1 0.4 -0.2
-0.2 0.3 0.1
0.0 0.2 0.3
-1.0 -0.7 0.2
-0.1 -0.5 -0.2
-0.3 -0.1 -0.1
-0.5 0.1 0.1
-1.6 -0.2 -1.8
0.9 1.9 0.7
0.5 -1.1 0.4
0.5 1.9 -0.9
-1.6 0.0 1.6
2.3 1.3 1.7
-0.4 0.4 0.4
-0.1 -1.7 1.0
1.2 -0.6 -0.5
0.2 0.3 -0.2
0.5 -0.4 0.4
-0.2 -0.4 0.5
-0.4 -0.1 0.3
0.3 -0.5 0.0
0.0 -0.7 -0.2
-0.6 -0.2 -0.6
0.0 -0.1 -1.2
0.1 -0.5 -0.2
0.1 -0.1 -0.3
-0.2 0.3 -0.9
0.0 0.3 -0.1
0.1 0.1 -0.6
-1.4 0.2 0.5
-1.1 1.6 -0.2
1.0 -0.7 -0.6
0.1 0.0 -0.4
-1.3 -0.3 -0.4
-0.1 -0.4 0.4
-1.2 -1.7 0.7
-1.3 1.3 0.6
0.8 -1.3 0.8
-0.4 1.1 -0.7
0.4 -0.4 -0.3
0.0 -0.4 0.3
0.2 -0.3 0.4
0.5 0.3 -0.6
0.4 0.1 0.4
0.3 0.4 0.2
0.1 -0.5 0.0
-0.4 0.5 0.3
0.9 0.5 -0.2
-0.4 -0.2 0.0
0.8 0.8 -0.2
0.2 -0.1 0.4
-0.1 -0.5 -0.6
0.3 0.0 -0.3
2.2 0.1 0.8
-0.9 0.1 -0.4
0.3 0.3 -0.2
-1.3 -0.9 -3.3
0.0 -0.3 0.9
0.2 0.3 0.3
-0.2 -0.5 0.6
-0.3 -1.1 0.4
1.7 1.2 0.3
-1.3 0.1 -0.1
-0.7 0.1 -0.5
0.3 -0.4 0.0
-0.1 -0.5 -1.0
0.4 -0.2 1.8
1.9 0.6 0.5
-1.1 0.5 0.7
-0.2 1.2 0.3
0.2 -0.4 -0.8
1.0 -0.3 -0.5
-1.0 1.0 0.7
-0.5 -1.0 0.2
0.2 0.0 0.7
-0.9 0.0 -1.3
1.6 1.1 1.2
-1.9 1.2 0.0
2.3 0.6 -1.5
-2.5 -0.4 -1.3
-0.1 0.8 -0.8
1.0 -0.6 1.2
-0.4 0.9 1.4
-0.1 0.1 -1.9
-0.2 0.5 0.8
-0.6 -0.1 -1.0
0.2 0.1 0.0
-0.6 -0.8 0.1
-0.8 -1.3 1.0
-0.2 -0.9 -0.6
2.0 -0.3 0.9
0.4 0.2 0.9
0.3 0.3 -0.2
0.3 0.6 -0.3
0.0 -0.1 -0.9
0.0 -1.1 0.0
-0.3 -0.4 -0.1
-0.2 0.1 0.6
0.0 -0.4 0.5
-0.3 3.8 1.2
0.9 -0.1 1.8
-1.0 1.0 -1.0
0.5 -0.2 0.3
-0.7 -1.7 1.4
-0.4 0.0 0.0
-1.3 -0.7 -1.6
1.1 0.7 0.5
-2.2 -0.5 1.5
-0.5 -1.0 -0.1
-1.3 -0.2 -0.9
2.1 -2.5 -1.2
-0.1 -0.8 -0.2
0.6 0.8 0.3
0.6 0.2 -0.8
-0.4 0.6 -0.4
-0.2 -0.5 1.0
0.3 0.6 -0.3
0.1 0.4 0.4
0.5 0.1 -0.2
1.8 0.2 0.2
0.1 0.7 -1.5
0.1 -1.0 -0.5